Density functional theory data (the ωB97M-V functional and the def2-TZVPD basis) for the molecule C6H9NO2.

As for the HOMO energy (alpha / beta): -7.158 / -7.099 eV. Its charge is 0. The calculation puts the energy relative to the best compared isomer or geometry (same formula, charge and spin) at 79.0 kcal/mol. Its HOMO-LUMO gap (alpha / beta) is 0.273 / 0.261 Ha.

XYZ file:
```
18
Properties=species:S:1:pos:R:3:forces:R:3:lowdin_charge:R:1
C 1.62650 0.26734 0.15935 0.72 1.42 -1.08 -0.2412
C -1.93625 -0.67981 -0.05578 1.33 1.99 0.02 -0.1221
C -2.03606 0.86375 0.00236 -2.98 0.50 -0.56 -0.1581
C -0.45317 -0.91292 -0.06646 0.10 -3.22 1.92 -0.1703
C 2.56222 -0.84254 0.18445 -2.90 -0.32 0.68 -0.2560
C -0.64118 1.30623 0.03834 2.54 0.36 -0.83 -0.0198
N 0.25804 0.29241 0.04511 0.44 1.25 0.45 -0.0544
O 2.26289 1.49641 -0.06770 -5.09 0.08 -0.01 0.0667
O 3.75436 -0.63718 -0.00426 0.04 -0.51 0.26 -0.0040
H -2.46127 -1.23539 0.64655 -0.74 -0.58 1.84 0.0951
H -2.28786 -1.03830 -0.95442 -1.00 -0.49 -2.19 0.0850
H -2.69693 1.24640 -0.86223 1.49 -0.42 0.64 0.1320
H -2.71237 1.24822 0.82009 1.15 -0.48 -0.10 0.1197
H -0.10555 -1.58268 0.71084 -0.28 -0.10 0.81 0.1240
H -0.15708 -1.49549 -0.88280 0.54 -0.26 -1.92 0.1205
H 2.02606 -1.82136 0.52456 1.44 0.89 -0.73 0.1322
H -0.14589 2.21328 -0.27164 -0.68 0.66 0.48 0.1213
H 3.14352 1.31164 0.03363 3.89 -0.78 0.31 0.0295
```
Forces are in eV/Å.

***

Density functional theory data (the ωB97M-V functional and the def2-TZVPD basis) for a 2-piece molecular cluster, C6H9NO2S2 overall.

As for the HOMO energy (alpha / beta): -8.660 / -9.740 eV. Its charge is 0. The calculation puts the energy relative to the best compared isomer or geometry (same formula, charge and spin) at 65.2 kcal/mol. Its HOMO-LUMO gap (alpha / beta) is 0.238 / 0.283 Ha.

XYZ file:
```
20
Properties=species:S:1:pos:R:3:forces:R:3:lowdin_charge:R:1
C 2.23279 0.06933 0.93421 -1.86 -0.24 0.13 -0.3252
C -0.26402 0.34527 0.50732 -0.50 1.70 0.82 -0.5854
C -3.43783 0.78885 0.54296 3.27 -1.04 0.51 -0.0331
C 2.82816 -2.36034 -0.50996 -0.97 0.14 0.70 -0.3058
C -2.31702 0.69794 -0.46938 -1.89 -2.12 -0.48 -0.2185
C 1.00939 -0.40204 0.36217 0.62 0.29 -0.81 -0.5308
N 3.15594 0.42232 1.51246 0.95 0.21 0.27 0.1997
O -0.35730 1.43730 1.06197 0.46 -1.90 -0.53 0.0712
O -1.32198 -0.25763 -0.09805 1.69 0.59 0.38 -0.0444
S 1.41569 1.64986 -1.60469 -0.71 -1.53 -1.52 0.5296
S 1.04698 -1.80892 -0.60672 0.90 -0.73 0.48 0.9933
H -4.15174 1.35270 0.10241 -2.97 1.21 -1.07 0.0507
H -3.58996 -0.19578 0.84207 -1.58 -1.72 0.33 0.0660
H -3.10373 1.27109 1.44258 0.40 0.58 0.28 0.0826
H 2.90773 -3.20044 -1.19114 0.35 0.66 -0.80 0.0401
H 3.18874 -2.78493 0.40335 -0.93 -0.56 1.29 0.0394
H 3.47662 -1.50171 -0.47659 0.32 0.40 -1.53 0.0310
H -2.00993 1.66205 -0.53317 2.08 2.62 -0.53 0.0795
H -2.60494 0.36109 -1.48122 -0.37 0.10 0.59 0.1432
H 1.89642 2.45400 -0.74058 0.74 1.33 1.49 -0.2831
```
Forces are in eV/Å.

***

Density functional theory data (the ωB97M-V functional and the def2-TZVPD basis) for the molecule C6H9NO2S2.

As for the HOMO energy: -7.432 eV. The structure (SMILES) is CO[S@@](C)(=O)=Cc1nccs1. Its charge is 0. The calculation puts the energy relative to the best compared isomer or geometry (same formula, charge and spin) at 70.5 kcal/mol. Its HOMO-LUMO gap is 0.289 Ha.

XYZ file:
```
20
Properties=species:S:1:pos:R:3:forces:R:3:lowdin_charge:R:1
C -2.56627 -0.98889 -1.19276 -1.24 0.85 -2.66 -0.1021
O -1.45397 -0.10827 -1.14068 0.45 0.74 -0.34 -0.3424
S -0.90236 0.41277 0.29279 0.96 -0.67 0.56 0.7802
C -2.13196 1.64933 0.71715 3.10 1.36 -2.20 -0.1022
O -0.98558 -0.68914 1.23330 -0.12 0.85 -0.67 -0.2951
C 0.56548 1.06121 -0.00976 0.21 0.79 -0.19 -0.3186
C 1.73989 0.24293 0.14502 1.40 -2.17 0.90 -0.6824
N 1.87625 -0.92228 0.76684 -1.30 0.16 0.15 -0.0134
C 3.12554 -1.50640 0.76920 -0.19 2.31 -1.16 -0.2122
C 4.03961 -0.70867 0.11742 -3.07 0.44 0.46 -0.3841
S 3.26838 0.73874 -0.50775 0.30 -0.48 0.22 0.9917
H -2.20004 -1.94329 -0.86700 -0.59 -0.59 0.20 0.0831
H -3.01310 -0.99066 -2.31656 1.53 -0.20 2.50 0.1456
H -3.35978 -0.50603 -0.64056 -0.45 -0.65 0.60 0.0671
H -2.91721 1.06588 0.96582 -2.80 -1.53 1.12 0.0155
H -1.77289 2.33969 1.47641 -0.03 -0.29 0.00 0.0868
H -2.29345 2.12959 -0.25241 -0.27 0.38 0.35 0.0827
H 0.74067 1.97852 -0.62534 -0.94 -0.86 0.75 0.0970
H 3.23895 -2.46920 1.25922 0.21 0.29 -0.21 0.1012
H 5.00186 -0.78583 -0.19037 2.83 -0.73 -0.37 0.0014
```
Forces are in eV/Å.

***

Density functional theory data (the ωB97M-V functional and the def2-TZVPD basis) for a 2-piece molecular cluster, C6H9NO3 overall.

As for the HOMO energy: -9.440 eV. The structure (SMILES) is CO[C@]12C(=O)N3C[C@H]1[C@@H]32.O. Its charge is 0. The calculation puts the energy relative to the best compared isomer or geometry (same formula, charge and spin) at 91.7 kcal/mol. Its HOMO-LUMO gap is 0.375 Ha.

XYZ file:
```
19
Properties=species:S:1:pos:R:3:forces:R:3:lowdin_charge:R:1
C 2.79219 -1.15356 2.95520 0.15 0.05 0.25 -0.0564
O 1.93221 -0.96687 1.83811 0.37 -0.31 -0.11 -0.0567
C 0.71609 -0.46981 2.14367 -0.44 0.21 -0.88 -0.3282
C 0.22520 0.92496 2.02530 -0.52 0.35 2.21 -0.3084
O 0.68646 2.02531 2.09998 -0.63 -0.75 -0.79 0.1470
N -1.23064 0.41453 2.01814 0.75 0.47 -0.57 0.0363
C -1.36280 -0.19258 3.39678 0.24 0.22 0.23 -0.0927
C -0.34082 -1.23341 2.97095 -0.17 -0.26 0.15 -0.0795
C -0.63144 -0.89749 1.55475 0.07 -0.25 -0.43 -0.0951
H 3.75634 -1.48961 2.56122 -0.25 0.09 0.09 0.0947
H 2.92764 -0.20974 3.50366 -0.01 -0.23 -0.11 0.1018
H 2.38749 -1.91854 3.63434 0.11 0.17 -0.12 0.0882
H -2.36852 -0.60695 3.53099 0.23 0.12 -0.06 0.1189
H -1.11596 0.49452 4.21743 -0.05 -0.13 -0.17 0.1229
H -0.08289 -2.19699 3.40878 -0.04 0.24 -0.14 0.1431
H -0.82827 -1.37967 0.60069 0.08 0.02 0.40 0.1557
O -1.22155 1.15626 -0.89782 -2.45 -0.74 1.49 -0.1073
H -2.06353 1.00737 -0.30235 2.64 0.65 -1.60 0.0905
H -0.99321 2.08295 -0.78300 -0.09 0.07 0.16 0.0251
```
Forces are in eV/Å.

***

Density functional theory data (the ωB97M-V functional and the def2-TZVPD basis) for a 2-piece molecular cluster, C6H9NOS overall.

As for the HOMO energy: -7.499 eV. The structure (SMILES) is C/[N+]([S-])=C1/CO1.C#CC. Its charge is 0. The calculation puts the energy relative to the best compared isomer or geometry (same formula, charge and spin) at 114.8 kcal/mol. Its HOMO-LUMO gap is 0.299 Ha.

XYZ file:
```
18
Properties=species:S:1:pos:R:3:forces:R:3:lowdin_charge:R:1
C 1.42562 -1.20199 1.39416 4.36 1.90 1.19 -0.1206
N 1.14122 -0.98434 0.04807 -0.31 2.02 -3.05 -0.5461
S 0.56946 -2.28817 -0.93766 -0.17 -0.45 -0.18 0.4297
C 1.24266 0.18995 -0.48180 -0.81 -2.36 -0.27 -0.4108
C 1.09547 1.10682 -1.56178 1.04 -0.68 -0.44 0.0366
O 1.43006 1.43681 -0.20256 0.85 1.34 2.55 0.0815
H 1.84822 -2.17660 1.53122 0.51 -0.44 -0.19 0.0713
H 2.22171 -0.36579 1.69870 -1.75 -1.84 -0.11 0.1535
H 0.58973 -1.18110 1.97768 -2.42 0.48 1.56 0.0546
H 1.93413 1.32430 -2.16721 0.71 -0.26 -0.93 0.1147
H 0.19193 1.47455 -1.92356 -1.72 0.31 -0.24 0.1033
C -1.10794 1.40141 0.99904 2.23 1.12 1.96 0.0697
C -1.80255 0.60759 0.42931 1.05 1.10 1.15 -0.2522
C -2.51668 -0.20632 -0.48466 -2.10 0.90 1.00 -0.1112
H -0.27596 1.93591 1.58501 -2.23 -1.00 -1.31 0.0857
H -2.46390 -1.21869 -0.16400 0.00 -0.98 -0.11 0.0561
H -1.92262 -0.02263 -1.35381 -0.69 -0.44 -1.44 0.0626
H -3.60055 0.16828 -0.38613 1.45 -0.74 -1.13 0.1217
```
Forces are in eV/Å.

***

Density functional theory data (the ωB97M-V functional and the def2-TZVPD basis) for the molecule C6H9NS.

As for the HOMO energy: -8.441 eV. The structure (SMILES) is Cc1c[nH]c(S)c1C. Its charge is 0. The calculation puts the energy relative to the best compared isomer or geometry (same formula, charge and spin) at 18.3 kcal/mol. Its HOMO-LUMO gap is 0.338 Ha.

XYZ file:
```
17
Properties=species:S:1:pos:R:3:forces:R:3:lowdin_charge:R:1
C -1.97345 0.63054 1.99574 -0.76 -1.25 1.05 -0.0696
C -1.18114 0.67293 0.74768 0.96 -0.57 0.60 -0.2885
C -0.95241 1.69102 -0.13934 0.10 0.05 -2.78 -0.0469
N 0.01747 1.21693 -1.05862 -0.60 -2.24 1.94 -0.0012
C 0.35605 -0.13835 -0.72280 0.58 2.80 0.65 -0.6215
S 1.81670 -0.83035 -1.43309 0.04 -0.24 -0.11 0.7517
C -0.28903 -0.39995 0.45309 -0.42 -1.10 -0.33 -0.2981
C -0.03357 -1.61630 1.31935 0.53 0.07 -1.88 -0.0491
H -2.73518 1.42038 1.93468 0.24 -0.24 0.80 0.0781
H -1.31931 0.61012 2.90960 -0.49 0.96 -0.72 0.0930
H -2.47265 -0.38349 2.19162 0.24 1.34 -0.92 0.0939
H -1.54063 2.60630 -0.43639 0.88 -1.11 0.83 0.1333
H 0.30214 1.45339 -1.97045 -0.17 1.28 -0.90 0.1002
H 2.83874 -0.36466 -0.63939 -0.84 0.00 -0.14 -0.1182
H 0.59964 -2.31036 0.64737 -0.90 0.82 1.55 0.0836
H 0.54503 -1.18835 2.14136 0.01 -0.80 0.37 0.0828
H -0.96601 -2.11568 1.63911 0.59 0.23 0.02 0.0765
```
Forces are in eV/Å.

***

- energy relative to the best compared isomer or geometry (same formula, charge and spin) of number 6 (C6H9NS)?
  18.3 kcal/mol

***

- energy relative to the best compared isomer or geometry (same formula, charge and spin) of number 3 (C6H9NO2S2)?
  70.5 kcal/mol

***

Copy entry 3 word for word.
Density functional theory data (the ωB97M-V functional and the def2-TZVPD basis) for the molecule C6H9NO2S2.

As for the HOMO energy: -7.432 eV. The structure (SMILES) is CO[S@@](C)(=O)=Cc1nccs1. Its charge is 0. The calculation puts the energy relative to the best compared isomer or geometry (same formula, charge and spin) at 70.5 kcal/mol. Its HOMO-LUMO gap is 0.289 Ha.

XYZ file:
```
20
Properties=species:S:1:pos:R:3:forces:R:3:lowdin_charge:R:1
C -2.56627 -0.98889 -1.19276 -1.24 0.85 -2.66 -0.1021
O -1.45397 -0.10827 -1.14068 0.45 0.74 -0.34 -0.3424
S -0.90236 0.41277 0.29279 0.96 -0.67 0.56 0.7802
C -2.13196 1.64933 0.71715 3.10 1.36 -2.20 -0.1022
O -0.98558 -0.68914 1.23330 -0.12 0.85 -0.67 -0.2951
C 0.56548 1.06121 -0.00976 0.21 0.79 -0.19 -0.3186
C 1.73989 0.24293 0.14502 1.40 -2.17 0.90 -0.6824
N 1.87625 -0.92228 0.76684 -1.30 0.16 0.15 -0.0134
C 3.12554 -1.50640 0.76920 -0.19 2.31 -1.16 -0.2122
C 4.03961 -0.70867 0.11742 -3.07 0.44 0.46 -0.3841
S 3.26838 0.73874 -0.50775 0.30 -0.48 0.22 0.9917
H -2.20004 -1.94329 -0.86700 -0.59 -0.59 0.20 0.0831
H -3.01310 -0.99066 -2.31656 1.53 -0.20 2.50 0.1456
H -3.35978 -0.50603 -0.64056 -0.45 -0.65 0.60 0.0671
H -2.91721 1.06588 0.96582 -2.80 -1.53 1.12 0.0155
H -1.77289 2.33969 1.47641 -0.03 -0.29 0.00 0.0868
H -2.29345 2.12959 -0.25241 -0.27 0.38 0.35 0.0827
H 0.74067 1.97852 -0.62534 -0.94 -0.86 0.75 0.0970
H 3.23895 -2.46920 1.25922 0.21 0.29 -0.21 0.1012
H 5.00186 -0.78583 -0.19037 2.83 -0.73 -0.37 0.0014
```
Forces are in eV/Å.